Record 1
48
Properties=species:S:1:pos:R:3:lowdin_charge:R:1 method="wB97M-V/def2-TZVPD" largest_force_ev_per_a=9.23 lumo_ha=-0.06311 total_energy_ha=-1747.4537 homo_lumo_gap_ev=8.35 smiles="CC(=O)OCCCBCC(=O)Cl.O=C1C=CC(=O)C=C1.O=C1C=CC(=O)C=C1"
C 6.0026 1.4515 2.0433 -0.0261
C 5.2611 2.8175 2.6611 -0.2667
O 5.2773 2.8854 4.0218 -0.0392
O 4.6980 3.8580 1.7857 -0.1112
C 3.2747 3.6324 1.4894 -0.1925
C 2.3311 3.3867 2.8242 -0.1842
C 0.7038 3.5187 2.4893 -0.1714
B 0.0136 2.0940 2.9987 -0.1149
C -0.9445 1.1232 2.0551 -0.1150
C -0.2794 0.7537 0.5966 -0.5406
O -1.0476 0.7302 -0.5185 -0.1174
Cl 1.5508 0.3953 0.3415 0.5584
H 5.2764 0.7838 1.4141 0.0795
H 6.9677 1.7953 1.4337 0.1002
H 6.4301 0.7599 2.9143 0.1004
H 3.0828 2.8069 0.6514 0.1038
H 2.8757 4.6468 1.0028 0.1472
H 2.5285 2.3389 3.3204 0.1055
H 2.6127 4.2282 3.6226 0.1400
H 0.2700 4.3545 3.2134 0.1184
H 0.4801 3.7831 1.3715 0.1070
H 0.2745 1.7737 4.1238 0.0668
H -1.9538 1.7315 1.8717 0.1498
H -1.1217 0.1156 2.6368 0.1255
C -3.0690 -2.8328 -0.4412 0.0312
C -3.2434 -1.6148 0.0807 0.0251
C -4.1419 -1.3959 1.2314 -0.3847
O -4.3037 -0.2812 1.7085 0.0828
C -4.8385 -2.5747 1.7837 0.0180
C -4.6641 -3.7927 1.2617 0.0211
C -3.7656 -4.0116 0.1111 -0.3743
O -3.6038 -5.1264 -0.3660 0.1067
H -2.4142 -3.0106 -1.2855 0.0815
H -2.7391 -0.7403 -0.3126 0.0901
H -5.4933 -2.3970 2.6280 0.1201
H -5.1684 -4.6673 1.6550 0.1214
C -0.6535 -2.2123 -6.2686 0.0236
C -1.3994 -2.9657 -5.4548 0.0260
C -1.3935 -2.7526 -3.9940 -0.3622
O -2.0744 -3.4430 -3.2482 0.0871
C -0.5331 -1.6743 -3.4680 0.0302
C 0.2128 -0.9209 -4.2818 0.0306
C 0.2069 -1.1340 -5.7425 -0.3818
O 0.8878 -0.4436 -6.4884 0.1023
H -0.6457 -2.3559 -7.3422 0.1232
H -2.0362 -3.7600 -5.8253 0.1236
H -0.5409 -1.5307 -2.3944 0.1104
H 0.8497 -0.1266 -3.9113 0.1247

Record 2
14
Properties=species:S:1:pos:R:3:lowdin_charge:R:1 method="wB97M-V/def2-TZVPD" largest_force_ev_per_a=6.38 lumo_ha=0.02025 total_energy_ha=-3258.0616 homo_lumo_gap_ev=9.64
C 0.5635 0.7270 0.4915 -0.6391
C -1.1341 -1.5866 0.0497 -0.1606
C -0.4673 -0.6250 -1.6320 -0.9698
C 1.1150 1.8886 1.1351 -0.0934
N 0.2914 -0.2081 1.3061 0.0594
O -0.3099 -1.4236 1.0635 -0.1161
S 0.0318 0.9823 -1.1925 0.8892
Br 0.9255 -1.7334 -2.4562 0.5665
H -2.2293 -1.1301 -0.0058 0.1371
H -1.1862 -2.6109 -0.3456 0.0947
H -1.3403 -0.6058 -2.2586 0.0064
H 1.0723 1.6691 2.1783 0.0895
H 0.5575 2.7172 0.8195 0.0653
H 2.1102 1.9394 0.8470 0.0708

Record 3
21
Properties=species:S:1:pos:R:3:lowdin_charge:R:1 method="wB97M-V/def2-TZVPD" largest_force_ev_per_a=1.83 lumo_ha=-0.17140 total_energy_ha=-436.4968 homo_lumo_gap_ev=4.45
C -0.5993 1.3584 -1.7505 0.0266
C 0.5946 0.8285 -1.5511 -0.0153
N 0.3590 0.2156 2.0684 0.1387
C -0.3796 -0.8393 1.5117 -0.4790
N -1.6880 -0.4197 0.9795 0.1050
N 0.4152 -1.3796 0.3350 0.2099
H 0.7452 -0.2431 -1.5285 0.0500
H -1.4928 0.7853 -1.4887 0.0488
H -0.7375 2.3924 -2.0358 0.0738
H 1.3229 -0.8964 0.2157 0.0739
H 1.4555 1.3876 -1.1139 0.0708
H 0.9735 -0.1271 2.8005 0.1062
H -1.8129 0.5333 1.2954 0.0788
H -1.6663 -0.5944 -0.0380 0.0056
H 3.0014 1.6170 0.6346 -0.0220
H -1.7673 -1.8008 -2.2963 -0.0099
H -0.1827 -1.4578 -0.5113 0.0087
O -1.3794 -1.2401 -1.6173 -0.3105
H -0.5130 -1.6902 2.1766 0.1325
H 1.0220 0.6380 1.3660 0.0169
O 2.3297 0.9323 0.5480 -0.3093

Record 4
47
Properties=species:S:1:pos:R:3:lowdin_charge:R:1 method="wB97M-V/def2-TZVPD" total_charge=+4 s_squared=8.778 largest_force_ev_per_a=5.24 lumo_ha="-0.46435 / -0.61827" total_energy_ha=-1225.2427 homo_lumo_gap_ev="8.69 / 4.34" multiplicity=6
N -1.1321 -1.6502 1.0349 0.0361
C -1.6701 -2.4842 1.6295 -0.1209
C -2.3513 -3.5415 2.3846 0.0369
H -1.9217 -4.5083 2.1249 0.1220
H -3.4127 -3.5389 2.1400 0.1216
H -2.2253 -3.3650 3.4523 0.1199
N -1.0108 1.9988 -0.2424 0.0386
C -1.4859 3.0518 -0.3070 -0.0912
C -2.0878 4.3872 -0.3874 0.0425
H -3.1696 4.2948 -0.4754 0.1226
H -1.6964 4.9111 -1.2587 0.1250
H -1.8442 4.9504 0.5129 0.1269
N 1.6044 -0.5708 -1.4750 0.0351
C 2.4805 -0.8479 -2.1780 -0.1198
C 3.5921 -1.1989 -3.0682 0.0378
H 4.3986 -0.4768 -2.9448 0.1233
H 3.2495 -1.1864 -4.1023 0.1199
H 3.9568 -2.1946 -2.8191 0.1223
Ir 0.0000 0.0000 0.0000 1.4340
C 1.5708 1.5197 0.1649 -0.1171
O 2.3903 2.3064 0.2635 0.2553
C -0.4511 0.7219 2.0198 -0.1184
O -0.6723 1.0965 3.0738 0.2525
C -2.9719 -1.1977 -1.6716 -0.0301
C -2.0451 -2.1039 -2.1086 0.0217
C -1.1003 -1.7277 -2.9781 -0.0045
C -1.0586 -0.4361 -3.4272 -0.0222
C -1.9656 0.4499 -2.9998 0.0153
C -2.9319 0.0655 -2.1110 -0.0192
H -3.7526 -1.4970 -0.9896 0.1474
H -2.0821 -3.1301 -1.7771 0.1591
H -0.3889 -2.4561 -3.3352 0.1524
H -0.3137 -0.1282 -4.1443 0.1485
H -1.9392 1.4598 -3.3789 0.1586
H -3.6809 0.7667 -1.7768 0.1504
C 2.6420 -2.7704 4.1721 0.0520
N 2.4516 -2.0887 2.8974 -0.0697
C 3.4065 -1.7707 2.0167 0.0240
C 2.8136 -1.0999 0.9731 -0.1201
N 1.4690 -1.0200 1.1799 -0.1501
C 1.2963 -1.6236 2.3905 -0.1060
H 3.0780 -3.7762 3.9976 0.1323
H 3.3304 -2.1783 4.8113 0.1346
H 1.6726 -2.8846 4.7025 0.1190
H 4.4616 -1.9824 2.1370 0.1702
H 3.3741 -0.6845 0.1562 0.1056
H 0.3689 -1.7062 2.9308 0.1260

Record 5
16
Properties=species:S:1:pos:R:3:lowdin_charge:R:1 method="wB97M-V/def2-TZVPD" largest_force_ev_per_a=4.88 lumo_ha=0.02600 total_energy_ha=-531.5344 homo_lumo_gap_ev=8.27
C -0.5234 0.7696 -0.1771 -0.0416
C 0.2807 -0.2127 -0.2159 -0.3046
C -1.3567 1.9501 -0.0089 -0.3034
C -2.2335 1.0890 0.8764 -0.5614
C -0.0198 -1.6766 0.3793 -0.0394
C 1.6276 -0.1660 -0.8805 -0.0430
I -3.7189 -0.1138 -0.1268 0.6692
H -0.9609 2.6457 0.7850 0.1323
H -1.7711 2.4881 -0.7961 0.0789
H -2.3192 0.7669 1.9258 0.0277
H 0.7351 -1.8935 1.1386 0.0651
H -1.0792 -1.7076 0.7369 0.0440
H 0.2154 -2.5433 -0.3020 0.0859
H 2.1705 0.6727 -0.3942 0.1038
H 2.1944 -0.9762 -0.7382 0.0300
H 1.5501 0.1294 -1.8591 0.0566

Record 6
90
Properties=species:S:1:pos:R:3:lowdin_charge:R:1 method="wB97M-V/def2-TZVPD" total_charge=-1 largest_force_ev_per_a=0.58 lumo_ha=0.07542 total_energy_ha=-4681.8361 homo_lumo_gap_ev=6.56
Rb 0.4263 0.2526 -0.6921 0.6388
N -1.6650 -2.7327 3.1374 0.0334
C -1.5105 -1.8719 2.0780 -0.9427
S -0.7839 -2.4680 0.6606 0.4577
N -2.0216 -0.6718 2.3524 -0.0419
N -1.7005 0.3356 1.5257 0.0220
C -2.4425 1.3891 1.6474 -0.2242
C -3.6593 1.4162 2.5111 -0.2031
C -4.7426 0.5846 2.2367 -0.0339
C -5.8785 0.6180 3.0298 -0.0889
C -5.9459 1.4811 4.1182 -0.1083
C -4.8703 2.3089 4.4033 -0.0933
C -3.7366 2.2768 3.6009 -0.0394
C -2.0456 2.6337 0.9574 -0.2233
C -2.9809 3.6579 0.7554 -0.0196
C -2.5797 4.8512 0.1890 -0.0762
C -1.2491 5.0182 -0.1660 -0.0802
C -0.3960 3.9468 0.0433 -0.1721
N -0.7682 2.7856 0.5735 0.0754
H -1.6012 -3.7092 2.9097 0.0553
H -2.3317 -2.4526 3.8386 0.0781
H -4.6768 -0.1016 1.4016 0.1169
H -6.7121 -0.0360 2.8045 0.0961
H -6.8306 1.5041 4.7426 0.0921
H -4.9122 2.9789 5.2536 0.0951
H -2.8953 2.9233 3.8242 0.1192
H -4.0094 3.5032 1.0515 0.1138
H -3.2966 5.6472 0.0269 0.1039
H -0.8824 5.9393 -0.5981 0.0990
H 0.6532 4.0248 -0.2281 0.1089
C 0.2428 2.6012 -3.3469 -0.1012
N -0.8266 1.6342 -3.1103 -0.3011
C -2.0857 2.3287 -2.9136 -0.0919
C -0.8714 0.6930 -4.2260 -0.2016
C -1.8145 -0.4804 -4.0211 -0.2129
N -1.3894 -1.4228 -3.0007 -0.2676
C -2.4975 -2.2728 -2.6035 -0.1230
C -0.2807 -2.2429 -3.4633 -0.0873
H 0.0557 3.1930 -4.2611 0.0890
H 1.1936 2.0763 -3.4491 0.0697
H 0.3022 3.2956 -2.5075 0.0633
H -2.3917 2.8877 -3.8171 0.0913
H -1.9871 3.0392 -2.0918 0.0622
H -2.8816 1.6320 -2.6526 0.0804
H 0.1467 0.3307 -4.3796 0.0998
H -1.1788 1.2188 -5.1503 0.1230
H -1.9338 -0.9911 -4.9953 0.1223
H -2.8064 -0.1147 -3.7478 0.1012
H -2.8922 -2.8569 -3.4556 0.0850
H -3.3049 -1.6630 -2.1937 0.0835
H -2.1734 -2.9567 -1.8211 0.0364
H -0.5692 -2.8493 -4.3422 0.0934
H 0.0243 -2.9225 -2.6670 0.0814
H 0.5779 -1.6286 -3.7334 0.0675
I 3.6998 -6.7996 -2.6970 0.7942
C 3.4057 -4.7225 -2.5802 -0.7310
C 3.8769 -3.9164 -3.6050 -0.1570
C 3.6674 -2.5467 -3.5249 -0.0207
C 3.0323 -1.9833 -2.4244 -0.1419
C 2.5704 -2.8144 -1.4108 -0.0507
C 2.7410 -4.1931 -1.4878 -0.1508
C 2.8028 -0.4801 -2.3536 -0.7373
O 2.3480 0.0524 -3.3912 -0.0431
O 3.0487 0.0671 -1.2533 -0.1798
H 4.3884 -4.3463 -4.4553 0.0850
H 3.9920 -1.8968 -4.3282 0.1180
H 2.0366 -2.4042 -0.5595 0.0656
H 2.3518 -4.8326 -0.7067 0.0954
C 1.6682 -0.2623 4.6599 -0.1808
C 2.9174 -0.7878 3.9498 -0.4487
As 2.8025 -0.5673 1.9967 1.1998
C 4.4067 -1.5829 1.4999 -0.4438
C 4.2583 -3.0817 1.7533 -0.1792
C 3.6242 1.2114 1.8162 -0.4440
C 2.6771 2.3557 2.1762 -0.1723
H 1.7084 -0.4602 5.7344 0.0599
H 0.7673 -0.7327 4.2612 0.0538
H 1.5538 0.8150 4.5268 0.0457
H 3.0160 -1.8589 4.1360 0.0467
H 3.8256 -0.3050 4.3213 0.0617
H 5.2757 -1.1790 2.0263 0.0635
H 4.5342 -1.3806 0.4345 0.0488
H 4.2054 -3.3062 2.8201 0.0507
H 5.1034 -3.6368 1.3397 0.0669
H 3.3491 -3.4699 1.2910 0.0464
H 3.9049 1.2678 0.7624 0.0464
H 4.5372 1.2527 2.4164 0.0604
H 1.7200 2.2657 1.6576 0.0376
H 3.1121 3.3240 1.9138 0.0638
H 2.4579 2.3737 3.2459 0.0498